{"formula": "C6H7FS", "method": "wB97M-V/def2-TZVPD", "gap_ev": 8.30, "e_homo_ha": -0.307, "smiles": "CC1=C(F)CCC1=S", "total_charge": 0, "lumo_ev": -0.063, "symbols": ["C", "C", "C", "C", "C", "C", "H", "H", "H", "H", "H", "H", "H", "F", "S"], "coordinates": [[0.04139, 2.13974, 0.02475], [-0.02443, 0.80069, -0.09724], [-1.07483, -0.05549, -0.06251], [-0.86473, -1.46555, 0.02493], [0.64731, -1.60092, -0.09628], [1.19882, -0.04483, -0.10852], [-0.93105, 2.65033, -0.08954], [0.65499, 2.66550, -0.64125], [0.61047, 2.39730, 0.90764], [-1.22203, -2.01178, 0.89716], [-1.56731, -1.83081, -0.78289], [0.95685, -1.85399, 0.98353], [1.05832, -2.34905, -0.75461], [-2.28689, 0.41598, -0.12650], [2.80311, 0.14287, -0.07867]], "nbo_charge": [-0.65, -0.20, 0.52, -0.51, -0.45, -0.06, 0.23, 0.24, 0.24, 0.24, 0.23, 0.22, 0.24, -0.30, -0.01]}



{"formula": "C27H23N3O2OsS2Te", "method": "wB97M-V/def2-TZVPD", "gap_ev": [5.17, 5.42], "e_homo_ha": [-0.472, -0.486], "total_charge": 2, "multiplicity": 5, "lumo_ev": [-7.680, -7.786], "s_squared": 6.064, "symbols": ["Os", "C", "C", "C", "C", "C", "C", "C", "S", "O", "O", "N", "C", "C", "C", "C", "C", "C", "C", "C", "N", "C", "H", "H", "H", "H", "H", "H", "H", "H", "H", "H", "H", "H", "H", "S", "C", "N", "C", "C", "C", "C", "H", "H", "H", "H", "H", "Te", "C", "C", "C", "C", "C", "C", "H", "H", "H", "H", "H"], "coordinates": [[-18.43382, 2.53055, -10.24770], [-16.09867, 5.24017, -17.40983], [-16.69619, 5.10753, -16.04184], [-17.04836, 3.82774, -15.58767], [-17.62839, 3.53620, -14.40045], [-18.12040, 4.63777, -13.63564], [-17.74279, 5.94626, -14.03219], [-17.17364, 6.16418, -15.28051], [-19.03932, 4.39919, -12.12740], [-20.27443, 5.10291, -12.20476], [-18.12742, 4.54356, -10.92736], [-19.20813, 2.72018, -12.03191], [-20.38149, 2.05844, -12.36635], [-21.18931, 2.34503, -13.42528], [-22.41250, 1.59396, -13.41959], [-22.12907, -0.44840, -12.80369], [-20.73072, -0.43655, -12.20475], [-19.76219, -1.42350, -12.20426], [-18.53149, -1.33006, -11.50424], [-18.11489, -0.40256, -10.55016], [-18.76092, 0.67259, -10.16106], [-20.93342, 0.96276, -11.45647], [-16.81938, 4.87729, -18.17887], [-15.23675, 4.50687, -17.50518], [-15.80201, 6.30410, -17.52944], [-16.65268, 3.02894, -16.22743], [-17.83404, 2.45961, -14.12720], [-17.89724, 6.77536, -13.29561], [-17.08371, 7.17047, -15.59206], [-20.90414, 3.11556, -14.20157], [-23.39122, 2.21057, -13.58873], [-22.67317, -1.39879, -12.50057], [-20.01544, -2.35986, -12.70198], [-17.87444, -2.19121, -11.64290], [-17.15377, -0.47691, -10.04974], [-20.36393, 1.07622, -9.71620], [-22.49401, 0.86714, -12.06277], [-23.73604, 0.88462, -11.40771], [-24.84142, 0.53241, -12.10298], [-24.95993, 0.15139, -13.43509], [-23.97720, -0.08354, -14.43757], [-22.50713, 0.20332, -14.10021], [-23.85918, 1.00127, -10.41897], [-25.72614, 0.58817, -11.53076], [-25.94602, 0.04226, -13.74061], [-24.34001, -0.46066, -15.42280], [-21.86386, 0.03448, -14.97157], [-16.35198, 2.95377, -8.76906], [-16.68319, 4.71880, -7.75392], [-17.38515, 4.75354, -6.54472], [-17.60657, 5.96484, -5.92855], [-17.04557, 7.12341, -6.42634], [-16.32436, 7.08338, -7.66278], [-16.05838, 5.84188, -8.26184], [-17.76997, 3.80191, -6.02715], [-18.23197, 6.01182, -5.05114], [-17.08417, 8.01109, -5.81058], [-16.01479, 7.94084, -8.19181], [-15.30532, 5.81712, -9.05657]], "lowdin_spin": [2.41, 0.00, 0.00, 0.00, 0.00, 0.00, 0.00, 0.00, 0.03, 0.01, 0.07, 0.13, 0.01, 0.05, 0.01, 0.01, 0.11, -0.01, 0.12, -0.03, 0.21, 0.02, 0.00, 0.00, 0.00, 0.00, 0.00, 0.00, 0.00, 0.00, 0.00, 0.00, 0.00, 0.01, 0.00, 0.17, 0.01, 0.00, 0.00, 0.00, 0.00, 0.01, 0.00, 0.00, 0.00, 0.00, 0.00, 0.51, 0.07, 0.02, 0.00, 0.01, 0.00, 0.02, 0.00, 0.00, 0.00, 0.00, 0.00]}



{"formula": "C5H11N", "method": "wB97M-V/def2-TZVPD", "gap_ev": 9.85, "e_homo_ha": -0.323, "smiles": "CN1CC1(C)C", "total_charge": 0, "lumo_ev": 1.066, "symbols": ["C", "N", "C", "C", "C", "C", "H", "H", "H", "H", "H", "H", "H", "H", "H", "H", "H"], "coordinates": [[0.42122, 1.92107, -0.48838], [-0.24463, 0.68733, -0.82274], [-1.46021, 0.20738, -0.21052], [-0.15691, -0.50117, -0.00234], [0.32669, -1.70152, -0.78813], [0.37701, -0.47946, 1.42013], [0.42593, 2.18809, 0.57973], [1.45969, 1.82304, -0.82389], [-0.03360, 2.74105, -1.05335], [-2.23523, -0.15309, -0.88667], [-1.85046, 0.72798, 0.67069], [0.00171, -2.65944, -0.36956], [1.42518, -1.68329, -0.76636], [0.01892, -1.62614, -1.83381], [-0.03052, -1.34438, 1.95851], [1.46958, -0.56379, 1.43990], [0.08563, 0.41633, 1.97679]], "nbo_charge": [-0.41, -0.42, -0.25, 0.09, -0.60, -0.63, 0.17, 0.20, 0.20, 0.20, 0.18, 0.20, 0.21, 0.22, 0.22, 0.21, 0.21]}



{"formula": "C4H7NO3", "method": "wB97M-V/def2-TZVPD", "gap_ev": 10.75, "e_homo_ha": -0.385, "smiles": "[H]/N=C(\\C)[C@H](O)OC=O", "total_charge": 0, "lumo_ev": 0.277, "symbols": ["C", "C", "C", "N", "O", "H", "H", "H", "H", "H", "C", "O", "O", "H", "H"], "coordinates": [[-0.70416, 1.52932, -0.30163], [0.08568, 0.28937, -0.61911], [-0.83724, -1.27574, 1.32670], [0.19047, -0.18136, -1.81768], [-1.86439, -1.10873, 1.95418], [-0.27767, 0.43229, -2.49800], [-0.65256, -2.07387, 0.59753], [-0.44031, 2.33025, -0.99704], [-1.76887, 1.30463, -0.41474], [-0.53824, 1.86582, 0.72376], [1.08699, -0.30975, 0.53409], [1.77828, -1.42053, 0.03438], [0.34792, -0.60515, 1.67365], [1.81539, -1.28938, -0.93553], [1.77873, 0.51285, 0.73946]], "nbo_charge": [-0.72, 0.27, 0.63, -0.66, -0.52, 0.35, 0.15, 0.23, 0.25, 0.24, 0.33, -0.72, -0.52, 0.50, 0.17]}